Below is a molecular structure, C29H21AuClN2O2S2 in a non-equilibrium geometry, with properties calculated with ωB97M-V/def2-TZVPD.

- calculated total energy (eV) = -75367.96179
- strongest force on any atom (hartree/bohr) = 0.0373
- E_HOMO (alpha / beta) (eV) = -10.6 / -10.6
- Kohn-Sham gap (alpha / beta) (eV) = 6.189 / 6.189
- charge = +1
- 2S+1 = 1
- ΔE to the lowest compared entry with this formula, charge and spin (kcal per mole) = 14.3

The geometry in XYZ format:
```
58
C29H21AuClN2O2S2, DFT ωB97M-V/def2-TZVPD
Au -0.702 0.341 -1.361
S 6.450 -0.011 -2.604
C 6.771 0.040 -4.279
C 5.629 0.092 -5.015
C 4.467 0.088 -4.208
C 4.737 0.032 -2.866
C 3.801 0.035 -1.746
C 2.413 0.013 -1.970
N 1.515 0.036 -1.008
C 1.915 0.079 0.287
C 3.281 0.075 0.616
C 3.683 0.075 1.993
C 2.773 0.070 2.986
C 1.370 0.091 2.691
C 0.391 0.101 3.691
C -0.953 0.151 3.373
C -1.266 0.209 1.998
N -0.363 0.178 1.047
C 0.944 0.111 1.351
C -2.012 0.154 4.377
C -3.368 0.126 4.177
C -4.112 0.136 5.380
C -3.315 0.171 6.482
S -1.659 0.191 6.071
C 4.214 0.061 -0.427
H 7.790 0.032 -4.630
H 5.615 0.134 -6.094
H 3.467 0.126 -4.616
H 2.029 -0.039 -2.980
H 4.743 0.073 2.214
H 3.080 0.060 4.024
H 0.701 0.073 4.730
H -2.297 0.298 1.676
H -3.832 0.092 3.201
H -5.191 0.118 5.422
H -3.615 0.183 7.517
H 5.270 0.068 -0.188
Cl -3.952 -5.735 -1.778
C -3.610 -4.052 -1.706
C -3.846 -3.250 -2.818
C -3.555 -1.904 -2.764
C -3.063 -1.315 -1.588
C -2.811 0.114 -1.521
C -2.834 -2.151 -0.481
C -3.098 -3.503 -0.535
H -4.256 -3.691 -3.717
H -3.741 -1.280 -3.629
H -3.081 0.608 -0.590
H -3.133 0.683 -2.386
H -2.434 -1.722 0.430
H -2.910 -4.141 0.317
C -1.635 4.487 -1.106
O -1.627 3.039 -1.254
C -0.455 2.491 -1.451
O 0.614 2.987 -1.527
H -2.653 4.745 -0.840
H -1.351 4.951 -2.047
H -0.938 4.777 -0.324
```